Entry 1:
Here is a cluster of 15 separate species, C19H70O21P2 in total at a distorted geometry from the OMol25 dataset. Energies are from ωB97M-V with the def2-TZVPD basis set.

Computed properties:
* LUMO: 0.2 eV
* charge: 0
* multiplicity: 1
* maximum force: 4.4 eV/Å
* frontier orbital gap: 10.28 eV
* E_tot: -82407.479 eV
* E_HOMO: -10.084 eV

Cartesian coordinates (Å):
C 5.6737 5.4497 0.7728
O 4.9748 5.6111 -0.4467
H 6.4484 4.7030 0.5982
H 6.0996 6.3848 1.1365
H 4.9750 5.2297 1.5800
H 4.6840 4.7075 -0.5895
C -2.9218 4.0423 3.1753
O -2.2014 4.6544 4.2505
H -3.8264 3.5467 3.5276
H -3.2144 4.7734 2.4217
H -2.3998 3.1912 2.7380
H -2.0339 3.9066 4.8287
C -1.7007 2.6929 9.8772
O -1.1540 2.0638 8.7423
H -2.3927 3.4781 9.5728
H -2.2492 1.9739 10.4857
H -1.0542 3.3004 10.5105
H -0.3788 1.5812 9.0385
C -6.4943 -4.9086 -5.0304
O -6.5096 -3.9594 -3.9962
H -5.5426 -4.8078 -5.5521
H -6.5173 -5.9441 -4.6908
H -7.2543 -4.5675 -5.7334
H -5.6427 -3.8759 -3.5925
C 3.5268 6.4239 -5.9668
O 2.6821 5.5724 -6.7958
H 4.5468 6.0562 -5.8549
H 3.6468 7.3061 -6.5958
H 3.1058 6.7328 -5.0100
H 1.7957 5.6844 -6.4446
C -5.2300 -1.1113 -10.1595
O -4.9315 -1.0849 -8.8117
H -5.8660 -1.9901 -10.2653
H -5.9161 -0.3324 -10.4922
H -4.4613 -0.9828 -10.9216
H -5.6943 -0.5912 -8.5019
C -9.1749 2.3096 -5.5930
O -8.3254 1.1799 -5.5988
H -10.0908 1.9811 -6.0843
H -9.2820 2.5933 -4.5461
H -8.6636 3.1500 -6.0624
H -8.2404 0.8635 -4.6964
C -0.5101 -6.8192 -7.5831
O 0.5646 -7.7023 -7.8326
H -1.3577 -7.3589 -8.0053
H -0.6366 -6.7783 -6.5012
H -0.3604 -5.8350 -8.0271
H 0.6345 -7.7203 -8.7899
C 7.2166 -2.6952 1.6531
O 8.4700 -3.3823 1.5435
H 7.0075 -1.9604 2.4305
H 7.1163 -2.0815 0.7579
H 6.3439 -3.3477 1.6819
H 8.4889 -3.8884 0.7280
C -3.7045 -5.3716 0.9953
O -2.7523 -4.9669 0.0399
H -3.9111 -6.4414 1.0270
H -3.2830 -5.4003 2.0000
H -4.6531 -4.8379 0.9372
H -2.0556 -5.6254 -0.0102
C 1.2649 0.4685 -10.6517
O 1.5361 1.8339 -10.8237
H 1.9002 -0.2974 -11.0966
H 1.3001 0.2934 -9.5764
H 0.2325 0.2873 -10.9507
H 1.3347 2.3659 -10.0503
C -5.0232 -0.9936 5.5598
O -5.7388 -0.6357 4.4040
H -5.1955 -2.0046 5.9291
H -3.9646 -0.9725 5.3010
H -5.2805 -0.3593 6.4081
H -6.6791 -0.6572 4.5967
C -3.2256 6.1756 -3.8680
O -2.7691 5.4870 -4.9786
H -3.9750 5.7074 -3.2299
H -2.3665 6.4910 -3.2758
H -3.6248 7.1472 -4.1592
H -3.5206 5.3649 -5.5635
C 2.8590 -1.6225 -3.2222
O 2.2486 -1.9264 -2.0090
P 1.8635 -0.6526 -1.0330
O 2.5789 0.6540 -1.3091
O 0.2405 -0.4775 -1.1369
C -0.3180 -0.0044 -2.3954
O 2.0975 -1.2429 0.4850
C 1.9044 -0.4023 1.5570
H 3.3209 -0.6365 -3.2723
H 2.1962 -1.7769 -4.0736
H 3.6998 -2.3145 -3.1738
H 0.1878 0.9175 -2.6823
H -1.3832 0.0904 -2.1847
H -0.1481 -0.6700 -3.2417
H 0.9861 -0.6945 2.0664
H 1.6838 0.6176 1.2422
H 2.7592 -0.5169 2.2235
C 6.4764 -2.0583 8.7418
O 6.0849 -2.1249 10.1081
P 5.0661 -1.0201 10.7269
O 3.8119 -0.8616 9.9501
O 4.8352 -1.5604 12.2837
C 4.9563 -2.9628 12.6675
O 5.8447 0.3795 10.9131
C 5.1408 1.3693 11.6055
H 5.6861 -2.6111 8.2338
H 7.4594 -2.5273 8.6982
H 6.4661 -1.0142 8.4292
H 5.3442 -3.5982 11.8713
H 3.9463 -3.3303 12.8493
H 5.5513 -3.0124 13.5795
H 4.3344 1.7532 10.9806
H 5.8625 2.1829 11.6783
H 4.7383 1.1780 12.6002

Mulliken atomic charge list, values in e, 6 entries:
1. C -0.54
2. O -0.48
3. H 0.23
4. H 0.23
5. H 0.24
6. H 0.31


Entry 2:
Here is a cluster of 17 separate species, C19H72N16O17 in total at a distorted geometry from the OMol25 dataset. Energies are from ωB97M-V with the def2-TZVPD basis set.

Computed properties:
* energy relative to the best compared isomer or geometry (same formula, charge and spin): 0.0 kJ/mol
* LUMO: -0.6 eV
* charge: 0
* multiplicity: 1
* maximum force: 9.5 eV/Å
* frontier orbital gap: 7.28 eV
* E_tot: -79514.501 eV
* E_HOMO: -7.897 eV

Cartesian coordinates (Å):
C 4.0514 1.4635 0.9946
C 3.4159 2.6824 0.3088
O 2.3863 2.3543 -0.6270
H 3.2267 0.8416 1.4277
H 4.7500 1.6653 1.7485
H 4.5438 0.9201 0.1624
H 4.1009 3.1973 -0.2604
H 2.8426 3.2568 1.1235
H 1.5901 2.8176 -0.3229
C 0.5505 0.2370 0.8135
C -0.2849 -0.2147 -0.2994
O 0.1432 0.4321 -1.4521
H 0.5126 1.2268 0.9968
H 1.6037 -0.1389 0.6766
H 0.1912 -0.1757 1.7602
H -1.3546 0.0367 -0.1208
H -0.1694 -1.2393 -0.5385
H 0.7848 -0.1252 -1.8804
C 2.3368 -1.5247 -1.5447
O 1.8985 -2.6445 -0.7786
N 3.3989 -0.8032 -1.3557
N 1.8672 -1.2091 -2.7067
H 3.7828 -0.9971 -0.4216
H 3.8635 -0.0489 -1.8680
H 0.9590 -1.6742 -3.0003
H 2.3348 -0.5284 -3.3593
C -4.0864 2.3548 -0.6642
O -4.6715 3.5654 -0.2931
N -4.0096 1.9378 -1.8748
N -3.7531 1.4672 0.1741
H -4.3936 2.5213 -2.6279
H -3.7543 0.9761 -2.1424
H -3.9560 1.7901 1.1855
H -3.5125 0.5218 0.0727
C -0.4552 3.6884 0.6773
O -0.3412 3.7784 2.0539
N -1.3130 3.0687 -0.0363
N 0.3838 4.3031 -0.1240
H -2.0877 2.4572 0.2479
H -1.1712 2.8673 -1.0501
H 1.1574 4.7426 0.3389
H 0.4104 4.2791 -1.1863
C -0.9330 3.5981 -3.0383
O 0.3093 3.9458 -2.7677
N -1.7186 4.2400 -3.7790
N -1.4339 2.4295 -2.6302
H -1.3849 5.1565 -4.0569
H -2.7478 4.0361 -3.7891
H -0.7834 1.7882 -2.2572
H -2.4825 2.0920 -2.4602
C -0.8245 -4.2052 -1.2347
O -0.8082 -3.7755 0.0731
N -1.7906 -3.8944 -2.1316
N 0.0851 -5.0008 -1.7155
H -2.6471 -3.5624 -1.7220
H -1.9935 -4.5116 -2.9769
H 0.8492 -5.2798 -1.0610
H 0.4116 -4.9451 -2.7140
C -3.4668 1.4279 3.6115
O -4.1088 0.5588 4.3876
N -4.2093 2.1314 2.8024
N -2.2420 1.5186 3.3243
H -5.1682 2.3732 3.1673
H -3.8167 3.0632 2.4976
H -1.7100 0.7290 3.6627
H -1.6803 2.2215 2.7925
C 1.0974 -3.5783 3.3906
O 1.4386 -3.9001 4.6648
N 1.5666 -2.4882 2.8454
N 0.3984 -4.3919 2.6294
H 2.0521 -1.7830 3.5157
H 1.3393 -2.2007 1.8805
H 0.1411 -5.3244 3.0207
H -0.3262 -4.1040 1.8608
C 0.1688 -2.9452 -4.5337
O 0.2946 -4.2956 -4.3388
N 0.6714 -2.3736 -5.5831
N -0.5392 -2.2318 -3.6825
H 1.1760 -2.8648 -6.3582
H 0.5036 -1.3444 -5.5215
H -1.0225 -2.7751 -2.9010
H -1.0935 -1.3519 -3.9267
C 0.9801 2.6518 4.2800
O 1.7399 1.9084 3.4765
H -0.0444 2.5292 4.0290
H 1.2323 3.6968 4.3930
H 1.1929 2.2286 5.2414
H 1.8107 2.4537 2.7056
C -1.0998 -0.9890 5.2237
O -0.7263 -0.8189 3.8652
H -2.1530 -0.9947 5.2187
H -0.6986 -0.1836 5.8677
H -0.8070 -1.9247 5.5975
H -0.0256 -1.4464 3.6674
C 1.0771 1.5344 -4.8023
O 1.4294 0.4638 -5.7384
H 1.4905 2.5115 -5.1783
H 1.2629 1.2633 -3.7552
H -0.0286 1.7223 -4.9265
H 1.3045 0.7537 -6.6694
C -3.2751 -1.9391 1.8226
O -3.6297 -3.1817 1.2765
H -4.0788 -1.3551 1.4567
H -2.3681 -1.6523 1.3130
H -3.1436 -1.8450 2.8461
H -4.2151 -3.5698 1.8861
C 3.9146 -0.5808 4.5146
O 2.5120 -0.5221 4.3581
H 4.3060 0.3733 4.9053
H 4.4537 -0.8921 3.5473
H 4.2600 -1.2810 5.2629
H 2.2229 0.2779 3.8733
C -3.2618 0.2237 -4.6632
O -2.0089 -0.0363 -4.1375
H -4.0392 -0.0256 -3.9670
H -3.5368 -0.3361 -5.5478
H -3.3728 1.2971 -4.9594
H -1.7353 0.6909 -3.5618
C 4.7569 -2.8467 1.2210
O 4.0550 -1.6296 1.0918
H 5.7768 -2.6986 1.7088
H 4.9500 -3.2857 0.2520
H 4.1509 -3.5340 1.8277
H 4.0254 -1.3204 2.0026

Mulliken atomic charge list, values in e, 6 entries:
1. C -0.32
2. C -0.46
3. O -0.44
4. H -0.42
5. H 0.48
6. H 0.28


Q: What is the formula in the second record?
A: C19H72N16O17